No. 1
DFT (ωB97M-V with the def2-TZVPD basis set) results for a structure of composition C23H61FeO8 in a non-equilibrium geometry.

Geometry as XYZ:
```
93
Properties=species:S:1:pos:R:3:forces:R:3
Fe -0.1705 -3.1732 -0.6467 1.882 3.759 2.338
C 0.4338 1.0596 -1.2941 1.910 -0.794 -0.299
C -0.5416 -0.0477 -0.8835 -0.959 1.982 -0.528
O 0.0237 -1.2821 -0.7663 -0.432 -3.056 -0.364
H 1.1589 1.2046 -0.4863 -0.353 0.363 0.178
H -0.0358 2.0020 -1.5697 -0.221 -0.254 0.239
H 1.1014 0.7498 -2.1137 -0.583 -0.021 -0.136
H -1.3502 -0.0746 -1.6407 0.081 -0.321 0.187
H -0.9867 0.3318 0.0502 -0.050 -0.736 0.195
C -0.6178 -4.0848 3.6368 0.171 0.517 -1.080
C -1.2832 -3.2845 2.5130 -1.177 -0.731 1.079
C -2.0192 -2.0486 3.0290 0.112 -0.052 -0.623
O -0.2908 -2.9036 1.5337 0.720 -0.463 -1.746
H -0.0227 -4.8963 3.2177 -0.011 -0.117 0.033
H -1.3841 -4.5142 4.2738 0.106 0.170 0.291
H 0.0558 -3.3883 4.1312 -0.038 -0.213 0.600
H -2.0191 -3.9330 2.0321 0.249 -0.014 -0.407
H -1.3652 -1.1877 2.8713 0.021 0.092 0.603
H -2.3118 -2.2183 4.0624 0.155 0.344 0.093
H -2.9170 -1.8268 2.4513 0.005 -0.140 -0.076
H 0.5855 -2.7358 1.9815 -0.194 0.130 -0.134
C 3.7805 -1.7826 -0.4473 0.419 0.181 0.182
C 2.9895 -2.7794 -1.2711 2.118 0.306 -0.197
C 3.8443 -3.8863 -1.8712 -0.288 0.057 0.191
O 1.9524 -3.3693 -0.4554 -2.436 -0.298 -0.412
H 4.6401 -1.4441 -1.0334 -0.332 0.222 -0.156
H 4.2553 -2.1525 0.4669 -0.375 -0.431 -0.016
H 3.1463 -0.9395 -0.1770 0.117 0.141 0.003
H 2.5707 -2.1898 -2.0841 -0.825 -0.279 0.074
H 4.6493 -3.4568 -2.4657 -0.076 0.007 -0.053
H 3.2279 -4.5205 -2.5071 0.133 -0.111 -0.054
H 4.3025 -4.4929 -1.0880 -0.008 -0.031 0.005
H 2.2998 -3.7563 0.3543 0.315 0.010 0.113
C -1.5456 0.5669 -4.7122 -0.981 0.583 -0.534
C -2.3367 1.8812 -4.6682 -2.305 -1.315 2.778
C -3.5672 1.7313 -3.6691 -0.083 -0.503 -1.426
O -1.5692 2.8434 -4.0552 2.716 1.208 1.035
H -1.2740 0.2630 -3.6946 0.216 0.395 0.042
H -0.6668 0.7635 -5.3220 0.114 -0.635 -0.115
H -2.1993 -0.2402 -5.0383 0.302 -0.103 -0.613
H -2.7668 2.2869 -5.5850 0.627 -0.315 -0.311
H -3.2748 1.2137 -2.7560 0.228 0.031 0.156
H -4.3808 1.1541 -4.1170 0.019 -0.148 0.006
H -3.9956 2.7016 -3.4238 0.278 0.099 0.004
H -0.9170 2.4143 -3.4382 -1.078 0.692 -1.131
C -5.4743 -0.0231 1.5324 -0.323 -0.880 0.552
C -5.1783 -0.7107 0.2135 0.209 0.981 -1.000
C -5.6532 0.0911 -0.9931 -0.686 0.194 -0.418
O -3.7500 -0.9149 0.0453 0.364 -0.573 0.217
H -4.7291 0.7005 1.8555 0.082 0.263 -0.362
H -5.5048 -0.7948 2.3070 0.018 0.122 0.139
H -6.4618 0.4374 1.5234 0.090 0.093 -0.038
H -5.6313 -1.6980 0.1605 0.120 -0.111 0.213
H -5.0167 0.9629 -1.1786 -0.042 -0.046 0.159
H -6.6793 0.4598 -0.8858 0.164 0.005 0.315
H -5.7028 -0.4874 -1.9207 0.413 -0.148 0.173
H -3.3387 -0.0428 0.0693 -0.241 0.070 0.069
C -1.8514 3.1803 0.5851 -0.506 -0.264 -0.565
C -1.6390 2.4548 1.8956 0.442 0.368 -0.217
C -0.4828 3.0429 2.6943 0.085 -0.558 0.092
O -2.8474 2.5417 2.6232 -0.106 -0.410 -0.081
H -1.0340 2.9528 -0.1045 0.079 0.503 0.260
H -2.0030 4.2512 0.7163 0.374 0.028 0.069
H -2.7568 2.8484 0.0621 -0.033 -0.200 0.259
H -1.3622 1.4099 1.6603 -0.317 -0.174 0.167
H -0.7274 4.0692 2.9594 0.157 -0.024 0.224
H 0.4800 3.0046 2.1775 -0.185 0.177 -0.335
H -0.3211 2.4049 3.5699 -0.170 0.394 0.283
H -2.7769 2.0520 3.4518 0.080 0.172 -0.021
C 2.0183 -0.1000 3.1591 0.405 0.381 -1.774
C 2.7706 -1.3632 3.4675 0.623 0.169 1.409
C 2.6598 -1.7065 4.9585 -0.233 0.748 -0.406
O 2.2622 -2.4724 2.6960 -0.590 -0.144 -0.813
H 1.0066 -0.0578 3.5532 0.003 0.045 0.128
H 2.0139 0.0400 2.0634 -0.529 -0.369 0.065
H 2.6054 0.7910 3.3882 -0.138 -0.162 0.887
H 3.8189 -1.2128 3.1942 -0.014 -0.097 -0.076
H 3.1924 -2.6149 5.2260 -0.139 -0.122 0.073
H 1.5930 -1.7355 5.1855 -0.007 -0.526 0.170
H 3.0261 -0.8832 5.5759 0.292 -0.077 -0.148
H 2.8220 -3.2377 2.8596 0.027 -0.018 0.308
C 4.5175 3.9761 -1.8716 0.368 0.373 -0.432
C 4.6948 2.9549 -3.0074 0.100 1.019 0.481
C 3.6742 1.8292 -2.9289 -0.502 0.013 -0.639
O 4.5061 3.6939 -4.2235 -0.094 -0.189 0.140
H 4.7926 4.9579 -2.2610 -0.110 -0.027 -0.081
H 5.2272 3.8145 -1.0595 -0.289 -0.338 0.160
H 3.4923 4.0513 -1.5086 0.004 -0.130 0.066
H 5.7430 2.6372 -2.9604 -0.222 -0.430 -0.096
H 2.7511 2.2416 -3.3581 0.163 -0.053 -0.215
H 3.3392 1.4994 -1.9446 0.737 -0.063 0.302
H 3.9937 0.9862 -3.5477 -0.181 -0.128 0.139
H 4.7130 3.1604 -5.0000 0.050 -0.067 0.184
```
Forces are in eV/Å.

## Properties
2S+1 = 6
E_tot = -2777.79335 a.u.
ΔE to the lowest compared entry with this formula, charge and spin = 58.2 kJ/mol
HOMO-LUMO gap (spin up / spin down) = 4.995 / 3.123 eV
Net charge = +2

No. 2
DFT (ωB97M-V with the def2-TZVPD basis set) results for a cluster of 9 separate species, C23H62FN3O8P in total in a non-equilibrium geometry.

Geometry as XYZ:
```
98
Properties=species:S:1:pos:R:3:forces:R:3
C -4.7891 0.2535 -1.5133 1.060 0.171 -0.322
C -3.9906 -0.3405 -2.1941 -0.578 0.036 0.208
C -2.9284 -1.0152 -2.9397 -0.234 0.098 0.600
C -1.6014 -0.2402 -2.6948 0.001 -0.082 -0.580
C -0.4778 -1.0757 -2.1049 -0.379 -0.304 -0.506
N -0.5063 -1.2117 -0.5901 0.129 -0.389 -0.407
N -1.7953 -1.0631 -0.0094 -0.065 -0.061 0.792
C -0.0713 -2.6079 -0.2688 0.177 -1.020 0.771
C 0.4676 -2.7484 1.1418 0.547 0.632 0.480
C 0.5747 -4.2141 1.5503 -0.825 -0.014 -0.437
C -0.8292 -4.7991 1.7487 0.310 0.396 -0.226
F 1.2706 -4.2651 2.7430 0.234 0.051 0.177
N 1.7646 -2.0726 1.2056 -0.218 0.007 -0.564
C 1.8101 -0.8742 0.3502 -0.231 -0.328 0.101
C 0.4264 -0.2441 0.1329 0.888 1.145 1.329
P 0.4653 1.4641 -0.6206 -0.673 -0.097 -2.022
C -0.6773 2.4678 0.3972 0.513 0.092 1.750
C -0.4297 2.4048 1.9368 -0.176 -0.840 -0.527
C 2.1743 2.1664 -0.6338 -0.051 0.647 1.185
C 2.4204 3.3318 0.3526 0.548 0.160 -0.403
H -5.1836 1.0261 -0.9032 -0.699 -0.136 0.167
H -3.2054 -1.0830 -3.9892 0.153 0.062 -0.116
H -2.8697 -2.0422 -2.5707 0.097 -0.118 -0.137
H -1.7972 0.6534 -2.1139 0.107 0.065 0.031
H -1.2562 0.1207 -3.6634 0.188 0.058 0.042
H 0.5103 -0.7437 -2.4067 0.048 0.320 0.253
H -0.5760 -2.0852 -2.5078 -0.051 -0.101 0.176
H -2.4667 -1.7075 -0.4043 0.016 0.169 -0.298
H -2.1084 -0.1012 -0.0275 -0.005 -0.004 -0.326
H -0.9145 -3.2877 -0.3857 -0.224 0.259 -0.256
H 0.7027 -2.9398 -0.9579 0.065 0.317 -0.168
H -0.2136 -2.2817 1.8667 -0.287 -0.094 -0.193
H 1.1308 -4.7669 0.7905 0.266 -0.075 0.185
H -1.0892 -5.4666 0.9307 -0.105 -0.158 0.110
H -0.9000 -5.3114 2.7037 0.077 -0.188 -0.058
H -1.5450 -3.9744 1.7623 -0.185 -0.151 0.066
H 1.9563 -1.8253 2.1663 0.100 -0.012 -0.015
H 2.2356 -1.1264 -0.6265 0.222 0.055 0.054
H 2.4538 -0.1388 0.8413 -0.110 -0.062 -0.198
H -0.0061 -0.1350 1.1269 -0.226 -0.234 -0.023
H -1.7105 2.1495 0.2356 0.042 -0.055 -0.413
H -0.6458 3.5186 0.1097 0.135 -0.131 -0.551
H -0.9705 1.5344 2.3186 -0.085 0.148 0.276
H 0.6140 2.2077 2.1776 0.111 0.348 0.034
H -0.7919 3.2914 2.4492 0.028 0.045 0.051
H 2.9509 1.4280 -0.4501 -0.130 -0.252 -0.202
H 2.3286 2.5511 -1.6352 -0.144 -0.253 -0.202
H 3.1119 4.0202 -0.1377 -0.016 0.067 0.010
H 1.5351 3.9171 0.5895 -0.062 -0.106 0.080
H 2.9378 3.0095 1.2530 -0.348 -0.162 0.204
C 4.1902 -0.3736 3.1345 0.026 0.570 0.108
O 3.5305 0.8354 2.7487 -0.136 -0.094 -0.181
H 3.6899 -1.2050 2.6560 0.118 -0.060 -0.001
H 5.2336 -0.3515 2.8127 0.013 -0.180 0.052
H 4.1396 -0.4948 4.2175 0.069 -0.208 -0.029
H 3.9927 1.5626 3.1804 0.032 0.243 0.028
C 5.1824 -4.2697 2.9686 -0.269 -0.020 0.110
O 4.3687 -3.3242 3.6578 0.054 -0.060 -0.024
H 6.1117 -3.7776 2.6929 -0.019 0.050 0.030
H 5.4076 -5.1228 3.6123 0.092 -0.041 -0.087
H 4.6791 -4.6184 2.0626 0.103 -0.054 -0.039
H 3.5505 -3.7708 3.8960 -0.010 0.028 0.006
C -1.7734 6.6035 -0.7922 0.105 0.014 0.151
O -0.8378 5.6889 -0.2144 -0.014 -0.021 0.018
H -2.1943 6.1385 -1.6798 0.040 -0.065 0.015
H -2.5774 6.8230 -0.0865 -0.053 0.052 -0.081
H -1.2725 7.5308 -1.0761 -0.086 0.028 -0.054
H -0.4701 6.1090 0.5685 0.031 0.012 -0.023
C -4.2765 3.1276 -4.6490 -0.112 -0.197 0.312
O -3.8073 3.6319 -3.4022 0.145 0.098 -0.070
H -3.9556 3.7925 -5.4460 0.074 0.081 0.106
H -3.8625 2.1303 -4.8275 -0.086 0.000 -0.178
H -5.3678 3.0773 -4.6459 0.009 -0.061 -0.177
H -4.1065 3.0243 -2.7209 -0.011 0.027 0.032
C 5.1519 4.6526 3.3145 0.053 -0.057 0.233
O 5.0975 3.3802 3.9604 -0.125 -0.093 -0.162
H 4.8267 4.5233 2.2853 0.002 -0.066 0.011
H 4.4884 5.3623 3.8134 0.012 0.071 -0.088
H 6.1726 5.0392 3.3209 -0.031 0.075 -0.080
H 5.3871 3.5028 4.8685 -0.008 -0.095 0.013
C -5.8998 -3.9412 -3.0753 -0.004 0.342 0.123
O -6.5592 -2.7280 -3.4182 0.112 -0.123 -0.064
H -6.3940 -4.7546 -3.5992 -0.018 0.030 -0.026
H -4.8481 -3.9080 -3.3814 0.015 -0.155 0.001
H -5.9607 -4.1215 -1.9983 0.046 -0.137 -0.018
H -6.1151 -2.0163 -2.9488 -0.116 0.115 0.033
C 3.7888 2.1322 -4.6116 -0.007 -0.266 0.069
O 3.9897 1.4810 -3.3563 -0.101 0.095 -0.015
H 3.9839 3.1924 -4.4757 0.017 -0.013 0.063
H 4.4757 1.7360 -5.3621 -0.026 0.099 -0.075
H 2.7587 1.9990 -4.9525 0.017 0.095 -0.090
H 3.8168 0.5455 -3.4898 0.103 -0.023 0.024
C -4.1871 -4.2802 3.3070 -0.001 0.318 -0.178
O -4.5308 -4.0720 1.9368 0.111 -0.161 -0.033
H -4.5496 -5.2581 3.6102 -0.040 -0.012 -0.107
H -3.1029 -4.2441 3.4327 -0.018 -0.055 0.198
H -4.6551 -3.5147 3.9297 0.045 -0.092 0.145
H -4.2051 -3.2025 1.6907 -0.111 0.046 0.018
```
Forces are in eV/Å.

## Properties
2S+1 = 1
E_tot = -2120.43564 a.u.
HOMO-LUMO gap = 8.444 eV
Net charge = +1

Which of these has the highest net charge? C23H61FeO8

Which value of E_tot does entry 1 give? -2777.79335 a.u.